Record 1
Density functional theory data (ωB97M-V/def2-TZVPD) for a structure of composition C55H45ClFHfN11Si in a non-equilibrium geometry.

Geometry as ORCA input:
```
! wB97M-V def2-TZVPD RIJCOSX def2/J DEFGRID3
* xyz 0 1
C 0.657 3.802 -2.471
N 3.759 -0.487 0.743
C 2.943 -0.829 1.724
H 3.291 3.775 -1.376
H -3.936 0.575 3.887
H 2.999 2.261 3.100
H 1.480 -1.633 5.819
H -3.912 2.786 2.623
N 0.030 -1.915 3.303
C -3.455 -0.129 3.202
N 1.609 -1.147 1.644
C 3.577 -1.101 5.840
C -2.673 -4.077 -3.474
N -0.373 -1.917 -1.575
H -2.692 -0.671 3.766
C -4.946 1.272 -4.103
C 0.117 2.134 4.885
C -3.835 -4.257 1.753
H 0.041 4.547 -0.048
C 2.229 5.519 0.277
H -4.092 2.678 0.871
C -4.485 2.026 -3.041
H 0.514 -3.075 -5.530
C -0.898 -2.275 2.448
H -4.209 -0.855 2.886
H -2.666 -0.323 -0.573
H -3.543 -4.353 -2.891
H 3.157 5.776 0.795
H -2.901 2.277 -1.601
C 2.306 -1.114 -2.346
C 1.964 2.093 3.375
C -3.387 2.532 1.696
N 1.461 -1.688 -3.162
H 1.410 6.029 0.786
C 5.595 -0.317 -4.049
H 2.120 2.737 5.419
H -4.480 -0.406 -5.366
H -1.803 -3.404 4.995
C -1.354 -4.158 -5.513
N 2.152 -0.890 -0.998
N 2.032 4.082 0.328
C 4.628 -0.648 3.696
C 0.260 -2.095 -2.790
C -3.481 -4.472 4.146
C -0.255 1.330 2.606
H 0.249 3.026 0.752
H 0.793 4.865 -2.293
C 0.221 1.149 -2.866
H -5.891 1.511 -4.574
H 2.304 5.912 -0.752
C 3.653 -0.744 -2.760
C 2.355 -1.357 5.243
C -1.520 -2.675 -1.618
C 0.389 1.975 -3.963
H -4.382 -4.487 0.847
C -2.001 -2.788 0.625
C -2.493 -4.519 -4.771
C 0.532 2.953 -1.368
C 1.096 1.601 2.439
H 5.644 -0.567 5.576
N -0.945 -2.059 1.098
C -2.374 -3.640 4.104
H -0.295 2.340 5.866
H -0.008 0.123 -3.097
H -3.877 -1.066 0.473
C 0.664 3.650 -0.030
H -2.347 -0.885 -4.178
C 5.650 0.062 -1.651
H 0.328 1.558 -4.963
C 1.467 2.361 4.643
C 6.272 0.086 -2.887
C -2.722 -3.427 1.722
C 0.605 3.330 -3.769
H -2.568 3.249 1.576
C 4.325 -0.353 -1.611
C -3.285 1.696 -2.437
C -0.561 -2.898 -3.667
C -0.725 1.646 3.894
Hf 0.176 -0.223 -0.031
C 2.283 -1.232 3.861
C 3.384 -0.523 -0.514
C -2.016 -3.117 2.871
C -4.167 0.210 -4.533
H 5.491 -0.391 3.094
H -3.792 -4.906 5.088
N -0.997 0.797 1.552
N -2.310 -3.032 -0.622
C 1.193 -1.418 2.919
C 3.392 -0.882 3.105
H -3.234 -5.166 -5.223
C 4.702 -0.753 5.074
H 7.298 0.423 -2.964
H -5.069 -5.425 3.052
C -0.373 -3.350 -4.972
H 3.748 -1.067 -4.888
H 2.962 2.338 -0.406
H 4.051 3.576 0.216
Si -2.741 0.767 1.710
C 0.298 1.564 -1.523
Cl -5.406 3.370 -2.444
C -4.208 -4.771 2.984
H -1.245 -4.526 -6.525
N -2.553 0.656 -2.826
C -1.688 -3.253 -2.936
H 0.709 4.005 -4.610
H 6.165 0.363 -0.746
H 6.114 -0.287 -4.999
C -3.415 -0.118 0.199
H -4.189 0.489 -0.277
H 3.671 -1.167 6.917
F 1.605 1.327 1.178
H -1.774 1.497 4.122
C 3.129 3.408 -0.350
C -2.980 -0.060 -3.866
C 4.279 -0.745 -4.000
*
```

E_LUMO (spin up / spin down)	-1.50 / -1.55	eV
relative energy (zero: lowest compared OMol25 entry of this formula, charge and spin)	15.67	kcal/mol
M	1121.07	g mol⁻¹
electronic energy	-98587.02154	eV

Results of the Löwdin charge analysis, in e, for atoms 1 through 99: C -0.063; N 0.213; C -0.278; H 0.086; H 0.033; H 0.132; H 0.115; H 0.028; N 0.226; C -0.160; N 0.069; C -0.071; C -0.009; N 0.067; H 0.022; C -0.090; C -0.076; C -0.005; H 0.117; C -0.116; H 0.017; C -0.650; H 0.114; C -0.288; H 0.036; H -0.011; H 0.114; H 0.080; H 0.112; C -0.282; C -0.005; C -0.154; N 0.201; H 0.081; C -0.070; H 0.104; H 0.107; H 0.116; C -0.074; N 0.046; N -0.238; C -0.008; C -0.299; C -0.068; C -0.332; H 0.071; H 0.105; C -0.194; H 0.109; H 0.077; C -0.097; C -0.003; C -0.277; C -0.091; H 0.114; C -0.314; C -0.074; C -0.251; C -0.244; H 0.102; N 0.070; C -0.009; H 0.104; H 0.042; H 0.030; C -0.162; H 0.102; C -0.006; H 0.102; C -0.080; C -0.071; C -0.116; C -0.081; H 0.030; C -0.105; C -0.180; C -0.128; C -0.026; Hf 1.818; C -0.113; C -0.282; C -0.131; C -0.047; H 0.114; H 0.103; N -0.181; N 0.205; C -0.271; C -0.120; H 0.101; C -0.071; H 0.102; H 0.103; C -0.008; H 0.115; H 0.057; H 0.086; Si 0.419; C -0.193


Record 2
Density functional theory data (ωB97M-V/def2-TZVPD) for a cluster of 9 separate species, C55H50N2O17P in total in a non-equilibrium geometry.

Geometry as ORCA input:
```
! wB97M-V def2-TZVPD RIJCOSX def2/J DEFGRID3
* xyz 1 1
C 1.440 -6.388 1.414
C 1.168 1.116 -2.093
C -5.954 0.042 5.004
C 7.537 5.503 -5.389
H 0.035 -6.288 3.105
C -3.901 4.965 -1.052
C 3.934 -4.253 -3.283
C -2.374 4.258 0.729
C 3.033 -3.132 -3.635
O -1.504 -5.525 4.777
H -2.427 -0.917 1.525
O 4.675 -1.865 -6.506
H -3.518 -0.019 -0.210
H -1.725 -1.574 -1.847
H -1.764 -5.160 1.823
C -5.030 -4.723 6.670
H 5.091 3.413 -6.646
C -1.378 -1.290 -0.842
H -2.184 3.679 9.118
H 2.725 -0.223 -0.887
H -6.582 -0.584 5.624
H 0.983 2.422 -0.382
C -0.109 4.124 9.106
C 1.604 -6.060 -0.027
N 0.718 -0.085 -1.410
C 3.030 0.386 -9.083
H -6.626 -0.688 3.131
C 3.798 1.212 -8.119
O -5.119 0.828 1.645
C 1.763 -0.405 -0.386
H -3.520 -3.425 0.591
C -0.817 -5.429 1.369
C 3.274 -2.353 -4.683
C 6.758 4.678 -6.346
C -5.970 -0.016 3.675
H -0.196 2.746 -1.673
H 1.677 0.297 0.462
C 1.944 -0.282 -8.705
C -4.226 1.827 3.572
O -2.212 3.722 1.809
H 1.369 -0.896 -9.386
H 3.408 0.359 -10.097
O 1.838 1.032 -3.098
C -1.314 3.993 8.556
C -5.061 0.995 5.723
C 1.459 -0.226 -7.303
H -4.247 -2.740 -0.871
O -2.631 4.148 6.613
H -3.776 -3.923 8.275
H 3.882 1.879 -6.034
C 3.308 1.270 -6.720
C -1.397 5.374 -1.223
H -0.744 -2.099 -0.474
H -5.644 -1.349 0.646
O -6.078 -4.491 7.227
O -1.507 -4.488 -0.684
N -5.226 -2.236 0.926
O 2.159 4.673 8.796
H 1.769 -2.570 -0.688
C -2.551 -5.274 5.339
H -0.577 5.778 -1.803
H -0.561 4.914 5.264
C 5.666 4.022 -5.962
O 2.323 -6.924 2.040
C -4.203 1.890 4.903
O 0.476 -0.848 -6.949
H 2.170 -2.988 -2.996
H 5.592 4.935 -2.584
H -3.605 2.459 2.947
C -1.533 4.273 7.117
H 0.901 -2.042 0.802
C 1.748 -1.845 0.134
H 6.226 -3.839 -5.838
C -3.725 4.388 0.134
C -5.004 -5.359 5.325
H -4.876 5.074 -1.510
C -5.107 0.874 2.867
O -5.035 1.021 6.931
H 1.704 5.162 6.296
C -2.751 5.502 -1.827
H 2.554 -6.324 -0.472
C -3.853 -5.612 4.709
C -1.224 4.796 -0.037
H 2.651 -2.008 0.743
C -3.728 -4.382 7.296
H 5.767 -5.299 -3.865
H -0.637 0.543 0.137
H -5.966 -5.608 4.896
C 0.630 -5.470 -0.713
H -0.250 4.695 0.426
H 2.624 -1.531 -4.951
C -0.628 0.073 -0.871
H -1.206 0.741 -1.532
H -3.805 -6.091 3.739
H -4.546 3.986 0.715
C 1.062 4.558 8.301
C 2.221 0.605 -6.343
H -5.022 -2.126 1.917
H 7.638 6.171 -3.305
O 4.789 1.823 -8.463
C 0.843 2.455 -1.473
H 7.128 4.643 -7.363
C 7.053 5.565 -3.984
H 1.529 3.189 -1.908
C -0.642 -5.087 -0.061
H 0.726 -5.219 -1.762
C 5.123 -4.474 -4.143
C 4.461 -2.574 -5.548
H 0.079 3.925 10.153
C 0.836 4.843 6.859
O 4.190 3.480 -4.203
C -0.368 4.711 6.311
O 3.702 -4.963 -2.326
O -2.907 6.018 -2.908
H 1.856 0.624 -5.323
C 5.368 -3.696 -5.194
C -4.005 -2.529 0.179
H -3.571 2.588 5.440
C 5.963 4.906 -3.601
C 5.185 4.083 -4.560
P -2.822 -1.155 0.208
H -1.615 -4.405 7.115
C -2.577 -4.637 6.677
O 8.529 6.104 -5.733
C 0.143 -6.042 2.058
*
```

E_LUMO	-3.98	eV
M	1041.98	g mol⁻¹
electronic energy	-104906.67977	eV

Results of the Löwdin charge analysis, in e, for atoms 1 through 99: C -0.366; C -0.451; C 0.041; C -0.382; H 0.106; C 0.034; C -0.376; C -0.376; C 0.022; O 0.089; H 0.050; O 0.123; H 0.045; H 0.120; H 0.102; C -0.385; H 0.085; C -0.311; H 0.125; H 0.131; H 0.129; H 0.088; C 0.028; C 0.038; N -0.083; C 0.029; H 0.118; C -0.369; O 0.021; C -0.203; H 0.083; C 0.013; C 0.045; C 0.038; C 0.004; H 0.073; H 0.118; C 0.025; C 0.025; O 0.075; H 0.123; H 0.124; O 0.111; C 0.025; C -0.367; C -0.389; H 0.112; O 0.079; H 0.127; H 0.089; C 0.034; C 0.025; H 0.053; H 0.059; O 0.122; O 0.050; N -0.014; O 0.121; H 0.062; C -0.378; H 0.130; H 0.119; C 0.027; O 0.138; C 0.053; O 0.092; H 0.104; H 0.117; H 0.087; C -0.374; H 0.065; C -0.072; H 0.126; C 0.022; C 0.025; H 0.128; C -0.387; O 0.137; H 0.123; C -0.378; H 0.114; C 0.014; C -0.001; H 0.093; C 0.029; H 0.125; H 0.118; H 0.125; C 0.012; H 0.120; H 0.099; C -0.251; H 0.125; H 0.118; H 0.120; C -0.383; C 0.002; H 0.056; H 0.123